The following is a DFT calculation (ωB97M-V with the def2-TZVPD basis set) of a 9-piece molecular cluster, C15H49BF4N9O8 overall.

Structure (XYZ):
```
86
C15H49BF4N9O8 | the Open Molecules 2025 dataset | ωB97M-V with the def2-TZVPD basis set
B -0.3896 -0.1168 -0.2030
F -0.5093 1.2454 -0.4006
F 0.7395 -0.7259 -0.7597
F -0.2913 -0.3502 1.1909
F -1.5315 -0.8034 -0.7232
C 0.4638 0.1158 -4.0972
O 0.8834 -0.1234 -5.2339
N -0.5003 -0.6119 -3.4688
N 0.9484 1.1548 -3.3720
H -0.8127 -1.4427 -3.9380
H -0.7431 -0.4527 -2.5004
H 1.3697 1.9190 -3.8647
H 0.7588 1.2096 -2.3897
C -1.4959 -4.3479 -1.7011
O -1.5158 -5.4405 -2.2625
N -2.5611 -3.5657 -1.4139
N -0.3432 -3.6540 -1.4567
H -3.5166 -3.7979 -1.6113
H -2.3646 -2.6991 -0.9398
H 0.4470 -4.2069 -1.7612
H -0.1740 -2.9423 -0.7719
C 0.9725 -2.9086 2.9162
O 1.3628 -1.8046 3.2651
N 0.3316 -3.1473 1.7308
N 1.4088 -4.0609 3.4990
H -0.0880 -2.3162 1.3385
H -0.1347 -4.0149 1.5371
H 2.0666 -3.8479 4.2344
H 1.3262 -4.9841 3.1272
C 3.3342 -4.0682 -0.4805
C 3.8227 -2.7131 -1.0075
C 3.4169 -2.4829 -2.4579
O 4.1327 -1.3344 -2.9337
C 4.0053 -1.1676 -4.3210
N 3.3083 -1.6390 -0.1534
H 3.6403 -4.2308 0.5555
H 3.7739 -4.9299 -0.9869
H 2.2431 -4.0412 -0.4360
H 4.9069 -2.7982 -0.8958
H 2.3498 -2.2573 -2.5386
H 3.7024 -3.3524 -3.0607
H 4.2218 -2.1122 -4.8352
H 4.7355 -0.4717 -4.7393
H 3.0255 -0.7907 -4.6314
H 2.3229 -1.4944 -0.3822
H 3.7693 -0.8187 -0.5419
C -3.5487 -0.1978 3.5510
C -2.2642 -0.1551 4.3661
C -1.7635 -1.4778 4.9651
O -2.7278 -1.9750 5.8736
C -2.6800 -3.3875 6.0375
N -1.2243 0.5130 3.5755
H -3.4334 -0.7962 2.6393
H -3.7852 0.8099 3.2121
H -4.3951 -0.6600 4.0679
H -2.4014 0.5369 5.2061
H -0.7843 -1.4313 5.4436
H -1.6607 -2.0914 4.0570
H -1.6653 -3.5822 6.4011
H -2.9307 -3.8866 5.1000
H -3.3858 -3.6112 6.8357
H -1.5880 1.4192 3.2817
H -1.2510 0.1002 2.6312
C -0.9600 8.5601 -1.2612
C -1.5129 7.1501 -1.4783
C -0.8659 6.2640 -2.5600
O -1.5146 4.9979 -2.5987
C -0.6880 3.9805 -3.1177
N -1.5229 6.4019 -0.1993
H 0.1026 8.5188 -0.9957
H -1.3909 9.0882 -0.4137
H -1.0312 9.1239 -2.1916
H -2.5209 7.2895 -1.8802
H 0.2006 6.0582 -2.3978
H -0.8622 6.7621 -3.5384
H -0.1710 4.3533 -4.0094
H -1.2984 3.1660 -3.5093
H -0.0373 3.6175 -2.3189
H -0.5350 6.3125 0.0215
H -1.8862 5.4748 -0.3843
O -1.8522 2.8457 1.4547
H -1.7535 2.3097 0.6560
H -1.0539 3.3808 1.4867
O 2.0900 0.5688 2.3224
H 2.3568 1.0822 1.5535
H 1.3779 -0.0097 1.9916
```

Results
E: -57697.5757 eV
Spin multiplicity: 1
Net charge: -1
HOMO energy: -6.22 eV
E_LUMO: 0.09063 Eh

Löwdin population analysis, charges in e, atoms 1 to 4:
1 B -1.2568
2 F 0.1504
3 F 0.1143
4 F 0.0734

=====

The following is a DFT calculation (ωB97M-V with the def2-TZVPD basis set) of C15H50BNO21 as an isolated structure.

Structure (XYZ):
```
88
C15H50BNO21 | the Open Molecules 2025 dataset | ωB97M-V with the def2-TZVPD basis set
C -5.7184 3.4619 5.1236
C -5.1984 2.6155 4.0625
C -4.0407 3.3865 3.3624
C -3.5758 2.6241 2.1934
N -2.4385 3.2297 1.3945
C -1.0876 3.1121 2.1418
C -0.1196 4.0419 1.5193
C -0.9506 5.0734 0.8597
C -2.4618 4.7498 1.2485
C -2.1898 2.5586 0.1525
C -3.2040 3.0966 -1.0000
C -3.5234 1.9037 -1.7865
H -5.7875 4.4373 5.0283
H -4.9351 3.4551 5.9020
H -6.4013 3.1816 5.6991
H -5.9864 2.3491 3.3868
H -4.8283 1.4273 4.1949
H -3.2299 3.4125 4.2066
H -4.4674 4.4451 3.3331
H -4.2516 2.4466 1.3934
H -3.3143 1.5328 2.5816
H -0.7673 2.0774 2.1906
H -1.3644 3.4468 3.1363
H 0.3458 3.5196 0.6437
H 0.5321 4.5234 2.3932
H -0.8637 5.2015 -0.1290
H -0.7640 6.1521 1.0881
H -3.0694 4.9744 0.4472
H -2.8157 5.2476 2.0766
H -2.2777 1.5266 0.0435
H -1.1248 2.5475 -0.2976
H -2.5647 3.7046 -1.7051
H -4.1649 3.6036 -0.5819
H -4.0805 1.0755 -1.4021
H -2.7046 1.4646 -2.4499
H -4.3959 2.4050 -2.3769
O -0.5271 -0.0698 -2.1259
C 0.0427 -0.9928 -1.3812
O 1.1531 -1.3065 -1.6204
B 1.4295 -2.4564 -0.6676
O 0.1312 -2.6161 0.0397
C -0.5970 -1.7237 -0.2188
O -1.7078 -1.6777 0.0751
O 2.5733 -2.2678 0.2728
C 3.3439 -3.2371 0.1299
O 4.5239 -3.2245 0.6011
C 2.8726 -4.1289 -0.9132
O 1.8327 -3.6961 -1.3830
O 3.4136 -5.1213 -1.2917
O 1.6289 1.6973 -1.1130
H 2.3384 2.2835 -1.3810
H 1.5388 1.2566 -0.2259
O 6.4532 -5.4263 -3.3601
H 5.8550 -5.2149 -2.6636
H 6.4746 -4.5440 -3.6686
O 2.1760 0.4606 1.6211
H 1.9566 -0.1175 2.2559
H 2.3769 1.0788 2.4092
O 2.3525 -6.5425 -3.8595
H 2.3125 -6.2427 -2.9261
H 2.3235 -7.4157 -4.0271
O 3.8668 0.2766 -2.0569
H 2.8973 0.5242 -1.8767
H 3.6375 -0.4762 -2.4765
O -0.2031 -0.1177 -4.7308
H 0.7374 -0.1680 -4.9451
H -0.2598 0.0423 -3.7098
O -4.0405 -2.9422 -0.8769
H -3.1558 -2.5735 -0.6193
H -3.7456 -3.8662 -1.4054
O 4.9110 -7.1495 -0.3543
H 4.4786 -6.2673 -0.5010
H 5.8337 -6.8852 -0.0431
O 7.0106 -3.1364 -0.2958
H 7.4503 -2.2164 -0.6171
H 6.1356 -2.9925 -0.0128
O -0.3393 -4.0990 -3.8144
H -0.4026 -4.8713 -4.3815
H 0.5634 -3.9586 -3.6846
O -0.5352 -4.2781 3.0373
H -0.6557 -4.8080 3.6626
H -0.8567 -4.4271 2.0906
O 0.1669 3.1321 -3.2259
H 0.3282 2.5831 -2.5301
H 0.8225 2.8889 -3.7827
O 5.6527 -0.3871 1.8693
H 4.8124 -0.5270 1.3362
H 6.4080 -0.0657 1.2924
```

Results
E: -61524.2021 eV
Spin multiplicity: 1
HOMO energy: -9.79 eV
E_LUMO: -0.02725 Eh
Energy above the lowest of the compared OMol25 structures with the same formula, charge and spin: 66.6 kcal per mole

Löwdin population analysis, charges in e, atoms 1 to 4:
1 C -0.1030
2 C -0.2621
3 C -0.2134
4 C -0.1165

=====

Orbital gap, record by record: 8.7, 9.0 eV